C23H29ClFN3O4 in the gas phase. Source: the Open Molecules 2025 dataset; level of theory: ωB97M-V with the def2-TZVPD basis set.

Values from the calculation:
ΔE to the lowest compared entry with this formula, charge and spin   0.2 kcal per mole
Molecular weight   465.95 g/mol
LUMO   0.52 eV
SMILES string   COc1cc(N)c(Cl)cc1C(=O)N[C@H]1CCN(CCCOc2ccc(F)cc2)C[C@H]1OC
DFT total energy   -1919.129242 Ha
Multiplicity   1
Net charge   0
Kohn-Sham gap   8.6 eV

Positions of all 61 atoms, in Å:
C 2.057 2.956 0.220
H 2.388 3.541 -0.644
O 2.507 1.623 0.146
C 3.846 1.362 0.095
C 4.803 2.364 0.162
C 6.171 2.090 0.099
C 6.556 0.754 -0.059
C 5.617 -0.245 -0.141
C 4.253 0.022 -0.054
C 3.360 -1.167 -0.178
O 3.768 -2.216 -0.649
N 2.107 -1.033 0.312
H 1.767 -0.120 0.570
C 1.099 -2.047 0.134
C 0.415 -2.385 1.457
C -0.699 -3.404 1.226
N -1.662 -2.842 0.305
C -1.065 -2.626 -0.994
H -1.830 -2.275 -1.687
C 0.039 -1.566 -0.873
O -0.465 -0.325 -0.406
C -1.030 0.489 -1.399
H -0.298 0.721 -2.183
H -1.337 1.411 -0.906
H -1.910 0.032 -1.864
H 0.516 -1.420 -1.856
H -0.622 -3.549 -1.410
C -2.949 -3.507 0.270
H -3.193 -3.797 1.295
C -4.043 -2.564 -0.245
C -3.943 -1.201 0.438
H -2.885 -0.922 0.487
H -4.349 -1.245 1.457
O -4.672 -0.263 -0.337
C -4.486 1.058 -0.105
C -5.153 1.927 -0.973
C -5.027 3.294 -0.841
C -4.224 3.795 0.169
C -3.560 2.960 1.044
C -3.692 1.588 0.910
H -3.173 0.945 1.602
H -2.947 3.381 1.826
F -4.085 5.136 0.300
H -5.539 3.969 -1.507
H -5.770 1.502 -1.749
H -5.022 -3.011 -0.071
H -3.943 -2.408 -1.320
H -2.936 -4.422 -0.347
H -1.202 -3.616 2.172
H -0.266 -4.347 0.845
H 1.147 -2.778 2.162
H -0.020 -1.472 1.863
H 1.604 -2.929 -0.274
H 5.913 -1.274 -0.282
Cl 8.247 0.368 -0.166
N 7.097 3.082 0.242
H 6.806 4.032 0.090
H 8.044 2.849 -0.007
H 4.510 3.396 0.273
H 2.388 3.442 1.142
H 0.970 2.892 0.215

These are the Mulliken partial charges, in e, on atoms 1 to 5: -0.941 0.377 -0.425 0.557 -0.470

=====

An isolated ion of composition C4H7NO4S and charge -2. Source: the Open Molecules 2025 dataset; level of theory: ωB97M-V with the def2-TZVPD basis set.

Values from the calculation:
ΔE to the lowest compared entry with this formula, charge and spin   30.2 kcal per mole
Molecular weight   165.17 g/mol
LUMO   6.31 eV
SMILES string   CC(C)[S@](=O)([O-])=NC(=O)[O-]
DFT total energy   -910.481928 Ha
Multiplicity   1
Net charge   -2
Kohn-Sham gap   5.9 eV

Positions of all 17 atoms, in Å:
C -1.149 -1.314 -2.259
C 1.060 0.154 1.752
C 0.547 1.517 -0.251
C 0.624 0.108 0.274
N -1.562 -0.511 -1.163
O -1.936 -1.520 -3.130
O 0.077 -1.658 -2.251
O -1.871 0.301 1.106
O -0.991 -2.007 0.859
S -1.084 -0.652 0.263
H 2.174 0.273 2.023
H 0.488 1.072 2.037
H 0.607 -0.791 2.267
H 0.545 1.521 -1.341
H 1.547 2.084 0.033
H -0.365 1.961 0.110
H 1.288 -0.536 -0.328

These are the Mulliken partial charges, in e, on atoms 1 to 5: 0.519 -1.178 -1.337 0.075 -0.481

=====

C14H24N5O4PS2Ti as an isolated structure. Source: the Open Molecules 2025 dataset; level of theory: ωB97M-V with the def2-TZVPD basis set.

Values from the calculation:
Molecular weight   469.35 g/mol
LUMO (spin up / spin down)   0.54 / -0.28 eV
DFT total energy   -3109.862025 Ha
Multiplicity   3
Net charge   0
Kohn-Sham gap (spin up / spin down)   6.3 / 7.4 eV

Positions of all 51 atoms, in Å:
Ti 0.213 -0.507 -0.019
N -1.032 -4.077 2.190
C -0.871 -2.868 1.565
S -0.272 -2.909 -0.058
N -1.115 -1.775 2.214
N -0.874 -0.597 1.555
C -1.278 0.475 2.239
C -1.162 1.809 1.800
C -1.680 2.862 2.584
C -1.582 4.171 2.185
C -0.983 4.494 0.970
C -0.474 3.491 0.167
C -0.531 2.151 0.558
O 0.009 1.207 -0.177
H -1.103 -4.864 1.564
H -1.664 -4.086 2.977
H -1.733 0.278 3.209
H -2.177 2.611 3.511
H -1.972 4.958 2.813
H -0.913 5.524 0.655
H 0.004 3.723 -0.776
C 2.880 -2.784 1.136
N 2.362 -1.646 1.868
C 2.078 -0.471 1.172
S 2.760 -0.270 -0.404
N 1.849 0.642 1.998
C 2.425 1.928 1.653
H 2.975 -3.622 1.822
H 3.860 -2.519 0.739
H 2.232 -3.077 0.297
H 1.697 -1.883 2.601
H 1.948 0.419 2.984
H 2.194 2.156 0.610
H 3.515 1.929 1.776
H 1.980 2.694 2.289
C 0.074 1.147 -4.625
O -0.809 0.158 -4.127
P -1.004 0.014 -2.493
O -1.992 -1.270 -2.570
C -3.396 -1.119 -2.471
O 0.370 -0.815 -2.126
C 0.805 -1.934 -2.909
H 0.077 1.039 -5.710
H 1.089 1.006 -4.240
H -0.273 2.148 -4.360
H -3.810 -2.127 -2.408
H -3.796 -0.612 -3.352
H -3.668 -0.562 -1.570
H 1.888 -2.006 -2.787
H 0.548 -1.781 -3.958
H 0.332 -2.855 -2.557

These are the Mulliken partial charges, in e, on atoms 1 to 5: -0.202 -0.499 0.679 -0.711 -1.419

=====

A 2-piece molecular cluster, C3H8N2O overall. Source: the Open Molecules 2025 dataset; level of theory: ωB97M-V with the def2-TZVPD basis set.

Values from the calculation:
ΔE to the lowest compared entry with this formula, charge and spin   99.0 kcal per mole
Molecular weight   88.11 g/mol
LUMO   0.36 eV
DFT total energy   -303.734302 Ha
Multiplicity   1
Net charge   0
Kohn-Sham gap   8.9 eV

Positions of all 14 atoms, in Å:
C -1.532 -1.273 0.330
N -0.442 -0.357 0.112
C -0.044 1.632 -0.274
C 0.795 -0.787 0.099
O 1.345 -1.867 0.279
N 1.563 0.441 -0.223
H -1.139 -2.282 0.511
H -2.135 -0.974 1.196
H -2.194 -1.315 -0.545
H 0.618 2.314 -0.814
H -0.997 1.576 -0.790
H -0.147 1.918 0.765
H 2.031 0.344 -1.124
H 2.278 0.631 0.479

These are the Mulliken partial charges, in e, on atoms 1 to 5: -0.945 -0.207 -0.479 0.347 -0.672

=====

An isolated ion of composition C5H4N3S and charge +1. Source: the Open Molecules 2025 dataset; level of theory: ωB97M-V with the def2-TZVPD basis set.

Values from the calculation:
ΔE to the lowest compared entry with this formula, charge and spin   97.4 kcal per mole
Molecular weight   138.18 g/mol
LUMO (spin up / spin down)   -7.81 / -7.81 eV
DFT total energy   -754.803052 Ha
Multiplicity   1
Net charge   +1
Kohn-Sham gap (spin up / spin down)   5.9 / 5.9 eV

Positions of all 13 atoms, in Å:
C -0.200 -2.149 -2.324
C -0.123 -1.110 -1.568
C 0.192 -0.638 -0.302
C -0.116 0.739 -0.109
C -0.101 1.531 1.145
N -0.691 1.257 -1.199
N 0.764 -2.783 0.460
N 0.547 -1.608 0.631
S -0.824 0.349 -2.521
H -1.021 1.428 1.856
H 0.850 1.552 1.510
H -0.198 2.590 0.832
H 0.922 -1.159 1.589

These are the Mulliken partial charges, in e, on atoms 1 to 5: -0.030 0.457 0.446 0.287 -1.296

=====

C19H29ClN4O2S in the gas phase. Source: the Open Molecules 2025 dataset; level of theory: ωB97M-V with the def2-TZVPD basis set.

Values from the calculation:
ΔE to the lowest compared entry with this formula, charge and spin   0.6 kcal per mole
Molecular weight   412.99 g/mol
LUMO   0.57 eV
SMILES string   CCOC(=O)N1CCC(N(CCN(C)C)C(=S)Nc2cccc(Cl)c2)CC1
DFT total energy   -1969.323660 Ha
Multiplicity   1
Net charge   0
Kohn-Sham gap   8.7 eV

Positions of all 56 atoms, in Å:
C -1.219 6.787 -0.546
C -0.194 5.873 -1.200
H -0.535 5.578 -2.198
H 0.782 6.360 -1.269
O 0.038 4.700 -0.423
C -0.865 3.704 -0.580
O -1.779 3.740 -1.370
N -0.637 2.670 0.265
C 0.531 2.546 1.104
H 1.053 3.502 1.130
C 1.450 1.441 0.576
C 0.656 0.128 0.486
N 1.526 -0.980 0.112
C 2.098 -1.747 1.069
N 1.394 -2.008 2.221
C 0.039 -2.313 2.335
C -0.530 -2.376 3.608
C -1.871 -2.674 3.753
C -2.669 -2.913 2.647
C -2.088 -2.869 1.390
C -0.747 -2.583 1.216
H -0.312 -2.587 0.228
Cl -3.053 -3.185 -0.010
H -3.717 -3.138 2.757
H -2.303 -2.719 4.741
H 0.085 -2.191 4.476
H 1.981 -2.350 2.971
S 3.637 -2.348 0.967
C 2.131 -0.987 -1.207
H 3.206 -0.787 -1.134
H 1.668 -0.205 -1.802
C 1.939 -2.356 -1.879
N 0.545 -2.773 -1.861
C -0.204 -2.234 -2.978
H -0.080 -1.155 -3.022
H -1.261 -2.455 -2.836
H 0.117 -2.661 -3.941
C 0.407 -4.216 -1.809
H 0.810 -4.714 -2.703
H 0.926 -4.601 -0.932
H -0.650 -4.465 -1.722
H 2.348 -2.307 -2.900
H 2.525 -3.088 -1.321
C -0.546 0.332 -0.438
H -1.130 -0.581 -0.520
C -1.414 1.457 0.130
H -2.251 1.672 -0.535
H -1.800 1.172 1.116
H -0.222 0.628 -1.436
H 0.269 -0.090 1.485
H 2.302 1.317 1.246
H 1.827 1.724 -0.408
H 0.200 2.294 2.119
H -2.182 6.285 -0.500
H -1.323 7.696 -1.131
H -0.906 7.047 0.463

These are the Mulliken partial charges, in e, on atoms 1 to 5: -1.118 -0.295 0.332 0.325 -0.372

=====

C7H7Cl2N in the gas phase. Source: the Open Molecules 2025 dataset; level of theory: ωB97M-V with the def2-TZVPD basis set.

Values from the calculation:
ΔE to the lowest compared entry with this formula, charge and spin   0.0 kcal per mole
Molecular weight   176.05 g/mol
LUMO   0.78 eV
SMILES string   NCc1cccc(Cl)c1Cl
DFT total energy   -1246.059244 Ha
Multiplicity   1
Net charge   0
Kohn-Sham gap   9.8 eV

Positions of all 17 atoms, in Å:
C -0.075 1.550 -1.990
C -0.520 0.848 -0.736
C -1.625 1.334 0.066
C -1.746 0.797 1.340
C -1.002 -0.238 1.863
C -0.011 -0.775 1.098
C 0.298 -0.161 -0.127
H -0.850 3.515 -1.895
H -1.052 2.868 -3.391
H -0.059 0.759 -2.763
H 0.945 2.074 -1.969
H -2.208 2.271 -0.224
H -2.567 1.219 1.953
H -1.154 -0.594 2.840
N -1.030 2.601 -2.379
Cl 0.910 -2.067 1.772
Cl 1.575 -0.901 -1.006

These are the Mulliken partial charges, in e, on atoms 1 to 5: -0.520 0.424 -0.680 -0.189 -0.621

=====

C4H10N4O in the gas phase. Source: the Open Molecules 2025 dataset; level of theory: ωB97M-V with the def2-TZVPD basis set.

Values from the calculation:
ΔE to the lowest compared entry with this formula, charge and spin   60.2 kcal per mole
Molecular weight   130.15 g/mol
LUMO   0.84 eV
SMILES string   C=C(N)N(C)/C(O)=N/N
DFT total energy   -452.601842 Ha
Multiplicity   1
Net charge   0
Kohn-Sham gap   8.5 eV

Positions of all 19 atoms, in Å:
C 1.902 -0.115 0.689
N 0.922 0.097 -0.350
C -0.099 1.020 -0.040
C -0.081 -1.029 -0.595
N -1.264 2.313 1.445
N -0.469 -1.005 -1.946
C -0.402 -1.997 0.261
O -0.688 1.650 -1.102
N -0.361 1.329 1.180
H -0.661 1.029 -1.852
H -1.717 2.154 2.328
H -1.879 2.564 0.674
H 0.307 -0.866 -2.581
H -1.029 -1.804 -2.213
H 2.648 0.676 0.595
H 1.572 -0.102 1.734
H 2.360 -1.098 0.548
H -0.844 -2.915 -0.089
H -0.217 -1.902 1.313

These are the Mulliken partial charges, in e, on atoms 1 to 5: -0.967 -0.091 0.436 0.861 -0.576